1.
The following is a DFT calculation (ωB97M-V/def2-TZVPD) of one molecule with the formula C14H14BrFN2O3S2.

Properties
LUMO, eV: 0.41
Energy, a.u.: -4347.371713
Total charge: 0

```
37
Properties=species:S:1:pos:R:3:forces:R:3
Br 2.58323 -0.62439 4.77939 -0.04 -0.05 0.08
S 1.37388 1.09866 2.47814 0.60 -0.13 0.54
S 1.63937 2.83665 0.07482 0.67 0.53 -0.07
F -5.73927 -3.90165 -0.86888 0.05 0.04 0.01
O 1.86210 4.22693 0.32492 0.12 0.16 -0.09
O 0.27236 2.41044 -0.06786 0.09 -0.11 0.17
O 1.29194 -0.40522 0.08459 0.09 -0.33 -0.19
N 2.57041 2.48292 -1.26450 -0.28 0.31 0.83
N -0.75220 -0.09479 -0.81139 -0.47 -0.11 -0.01
C 2.39004 1.87401 1.34364 -0.39 0.16 -0.37
C -3.46406 -3.33528 -1.09310 -0.18 -0.07 0.03
C -4.94664 -1.99884 0.27005 -0.13 -0.26 -0.12
C 1.18918 0.56532 -2.10608 0.30 -0.02 0.24
C -3.89236 -1.15496 0.57233 0.19 -0.08 -0.08
C 3.94100 0.82586 2.68389 -0.26 -0.11 0.12
C -2.42197 -2.48505 -0.77515 -0.10 0.06 0.10
C 2.76646 0.45612 3.27126 -0.36 0.27 -0.21
C 3.71478 1.65224 1.56620 -0.13 0.19 -0.21
C -1.47597 -0.47528 0.38505 0.16 -0.07 0.12
C 2.57759 1.14338 -1.81429 -0.18 -0.63 -0.02
C 0.58812 0.00605 -0.82046 0.03 -0.35 -0.55
C -4.71560 -3.07761 -0.56271 0.08 0.14 0.08
C -2.62453 -1.38880 0.05656 -0.06 0.08 0.02
H 3.06255 0.49663 -1.07610 0.01 -0.03 -0.25
H -1.28132 0.40475 -1.50828 0.15 0.02 -0.02
H 4.90980 0.51808 3.03265 0.12 -0.06 0.08
H 4.48747 2.06525 0.94506 0.17 0.08 -0.15
H -4.05876 -0.30702 1.21967 -0.02 0.12 0.06
H 3.18858 1.16407 -2.71856 -0.03 0.06 0.11
H 2.41829 3.21092 -1.94670 0.01 0.29 -0.01
H -1.83043 0.42041 0.90693 0.03 -0.10 0.04
H -5.93496 -1.82864 0.66644 -0.11 0.00 0.02
H -3.31966 -4.18847 -1.73676 -0.01 -0.10 -0.06
H 1.28477 -0.26108 -2.81438 -0.05 0.00 0.01
H 0.53471 1.32509 -2.53319 -0.03 -0.04 -0.10
H -0.75318 -0.98613 1.02991 -0.12 0.15 -0.04
H -1.43572 -2.67052 -1.17307 0.10 -0.02 -0.07
```
Positions in Å, forces in eV/Å.

natural (NBO) population analysis, charges in e, atoms 1 to 4: 0.1263, 0.5763, 2.3238, -0.3251

2.
The following is a DFT calculation (ωB97M-V/def2-TZVPD) of a 2-piece molecular cluster, C4H12 overall.

Properties
LUMO, eV: 1.12
Energy, a.u.: -159.574193
Total charge: 0

```
16
Properties=species:S:1:pos:R:3:forces:R:3
C -0.44892 -0.75540 -2.06405 -0.14 0.63 -0.89
C -0.25121 0.69654 -2.59456 0.03 -0.44 0.18
C -0.18221 0.59296 2.40839 1.23 0.80 0.13
C 0.77845 -0.57053 2.25713 0.73 -0.48 0.06
H -1.15253 1.09369 -3.06218 0.05 -0.08 -0.06
H 0.83673 -1.22373 3.13562 -0.26 0.28 0.06
H 1.80069 -0.19196 2.12145 -0.21 0.02 0.02
H 0.61595 -1.24794 1.43231 -0.38 -0.03 -0.47
H 0.56265 0.71246 -3.32019 -0.11 0.21 -0.03
H -0.06368 1.33169 1.60849 -0.15 -0.35 -0.25
H -0.43803 -0.73248 -0.97820 -0.14 -0.45 0.00
H -0.00077 1.38079 -1.78164 0.10 -0.06 -0.08
H -1.37289 -1.18274 -2.47185 -0.02 0.14 0.49
H -1.23060 0.36357 2.50855 -0.22 -0.22 0.23
H 0.32386 -1.41122 -2.46623 0.21 0.05 0.40
H 0.22250 1.14431 3.26695 -0.74 -0.02 0.20
```
Positions in Å, forces in eV/Å.

natural (NBO) population analysis, charges in e, atoms 1 to 4: -0.6149, -0.6117, -0.6112, -0.6069

3.
The following is a DFT calculation (ωB97M-V/def2-TZVPD) of one molecule with the formula C16H15ClN2O5.

Properties
LUMO, eV: 0.44
Energy, a.u.: -1564.631421
Total charge: 0

```
39
Properties=species:S:1:pos:R:3:forces:R:3
Cl -5.31071 2.27031 2.78670 -0.12 0.10 0.20
O 1.04490 -1.48003 -2.24011 -0.07 0.08 -0.28
O 2.30535 1.08477 -1.11983 -0.02 0.13 0.07
O -0.74390 -0.04821 1.86241 0.05 0.07 0.19
O 3.76955 1.03648 -2.79573 0.41 0.13 -0.62
O -2.61124 -0.03505 -1.88714 0.05 -0.06 -0.18
N 0.68057 -1.15613 -0.05307 -0.43 0.10 0.77
N -0.60932 -0.69325 -0.27269 0.39 -0.15 -0.54
C 4.64927 -2.64122 0.69389 0.01 -0.03 0.18
C 2.91174 -1.83040 -0.77475 -0.31 0.00 -0.18
C -1.24960 -0.09054 0.74956 0.31 -0.31 -0.21
C 1.47301 -1.45374 -1.10015 -0.05 -0.32 0.22
C 3.21399 0.53869 -1.68980 -0.14 0.09 0.08
C -2.59749 0.47145 0.46016 -0.24 0.10 -0.26
C -4.51385 1.59198 1.41380 0.17 -0.13 -0.20
C 3.28199 -1.99950 0.72109 -0.06 -0.10 0.10
C 5.51447 -1.72473 0.28045 0.10 0.05 0.11
C -4.48547 1.07033 -0.91401 0.06 -0.04 -0.04
C -3.26129 1.02761 1.55140 -0.07 0.01 -0.09
C -5.13563 1.61681 0.17495 0.16 -0.06 0.06
C 3.65935 -0.56586 1.11380 -0.04 0.16 0.21
C 4.74077 -0.45513 0.03619 0.04 0.20 -0.03
C -3.22357 0.49494 -0.79499 -0.31 0.23 0.39
C 3.90138 -0.73050 -1.24981 0.08 0.14 -0.34
H 4.53526 -1.06563 -2.07129 -0.08 -0.02 0.12
H 4.06736 -0.50154 2.12111 0.03 -0.03 0.00
H 3.31945 1.85250 -3.06756 -0.10 -0.14 0.29
H 4.82973 -3.67705 0.91304 0.10 -0.24 -0.03
H 5.31943 0.46390 -0.00834 0.01 0.03 0.01
H -6.11325 2.05745 0.06312 -0.09 0.04 0.00
H 2.53639 -2.51812 1.31755 -0.04 0.00 0.01
H 6.56426 -1.83554 0.08376 0.22 -0.13 -0.08
H 0.99707 -0.93618 0.88579 0.02 -0.07 -0.26
H -2.75922 1.00132 2.50654 0.02 0.01 0.06
H -4.96553 1.08819 -1.88358 -0.04 0.00 -0.09
H 2.86534 0.16672 0.98937 -0.06 0.02 -0.01
H 3.10417 -2.75410 -1.32813 -0.12 0.14 0.04
H -0.88573 -0.66178 -1.24755 0.01 0.02 0.17
H -3.17029 0.07384 -2.66722 0.11 -0.02 0.15
```
Positions in Å, forces in eV/Å.

natural (NBO) population analysis, charges in e, atoms 1 to 4: 0.0113, -0.6437, -0.6096, -0.6475

4.
The following is a DFT calculation (ωB97M-V/def2-TZVPD) of C9H18KO9 as an isolated structure.

Properties
LUMO, eV: -2.80
Energy, a.u.: -1630.699966
Total charge: +1

```
37
Properties=species:S:1:pos:R:3:forces:R:3
K 0.97645 -0.12487 -0.89981 -0.19 0.05 0.12
O -0.17639 -0.13634 3.47793 -0.24 -0.26 0.78
O 1.06561 2.55984 -0.14854 0.02 -0.79 -0.22
O 0.47668 -2.17378 3.57281 0.12 0.21 0.29
O -0.59523 -3.50886 -3.70408 -0.09 0.09 0.07
O 1.52260 3.97612 1.53885 -0.38 -0.20 0.41
O 0.39545 -1.16106 1.56523 0.30 0.22 -0.53
O -0.57439 -1.54421 -2.60664 0.15 0.55 0.48
O -2.28629 -2.24817 -3.88514 -0.48 -0.07 -0.49
O -0.27901 4.27155 0.42789 -0.18 -0.10 0.14
C 0.78590 3.50755 0.54935 0.18 0.55 -0.08
C 1.35736 -3.18093 3.09363 0.65 -0.64 0.09
C -0.73618 0.98454 2.82805 -0.16 0.47 -0.74
C 2.69413 3.24907 1.86856 1.22 -0.12 0.12
C 0.25815 -1.15354 2.77061 -0.30 -0.10 -0.15
C -1.11777 -2.35385 -3.32689 0.54 -0.33 -0.13
C -1.17614 4.00153 -0.65054 -0.49 0.19 -0.17
C -3.10625 -1.11341 -3.65827 -0.36 0.71 0.17
C 0.64347 -3.90382 -3.13029 0.69 -0.27 -0.36
H -1.31936 1.52893 3.56378 0.17 -0.03 0.12
H -1.40199 0.70788 2.00596 0.10 -0.21 0.11
H 2.57538 2.16850 1.96273 -0.46 0.07 -0.29
H -1.22508 2.95096 -0.92430 0.30 -0.04 0.07
H -2.56728 -0.20597 -3.38434 0.35 -0.29 0.07
H -2.16613 4.29956 -0.31161 0.12 0.12 0.06
H 3.47219 3.46276 1.13151 -0.10 -0.13 0.00
H 3.05657 3.59081 2.83596 -0.30 0.31 -0.07
H -0.89575 4.61305 -1.50624 0.05 -0.11 -0.04
H 2.39003 -2.82235 3.12953 -0.15 0.17 -0.27
H 1.09155 -3.53283 2.09975 -0.04 0.13 0.00
H 1.32672 -4.00974 3.79687 -0.37 0.09 0.01
H -3.81830 -1.34934 -2.87055 -0.06 -0.02 -0.04
H 0.05852 1.61309 2.42335 -0.03 0.06 0.10
H 1.44303 -3.83825 -3.87185 -0.22 0.09 -0.16
H 0.53060 -4.95419 -2.87830 0.04 0.08 0.33
H 0.94523 -3.27498 -2.29740 -0.32 -0.18 0.21
H -3.62410 -0.89526 -4.58759 -0.08 -0.26 -0.01
```
Positions in Å, forces in eV/Å.

natural (NBO) population analysis, charges in e, atoms 1 to 4: 0.9875, -0.4715, -0.7322, -0.4692

Q: Look up the total charge of the first one.
A: 0

What did the fourth record say?
The following is a DFT calculation (ωB97M-V/def2-TZVPD) of C9H18KO9 as an isolated structure.

Properties
LUMO, eV: -2.80
Energy, a.u.: -1630.699966
Total charge: +1

```
37
Properties=species:S:1:pos:R:3:forces:R:3
K 0.97645 -0.12487 -0.89981 -0.19 0.05 0.12
O -0.17639 -0.13634 3.47793 -0.24 -0.26 0.78
O 1.06561 2.55984 -0.14854 0.02 -0.79 -0.22
O 0.47668 -2.17378 3.57281 0.12 0.21 0.29
O -0.59523 -3.50886 -3.70408 -0.09 0.09 0.07
O 1.52260 3.97612 1.53885 -0.38 -0.20 0.41
O 0.39545 -1.16106 1.56523 0.30 0.22 -0.53
O -0.57439 -1.54421 -2.60664 0.15 0.55 0.48
O -2.28629 -2.24817 -3.88514 -0.48 -0.07 -0.49
O -0.27901 4.27155 0.42789 -0.18 -0.10 0.14
C 0.78590 3.50755 0.54935 0.18 0.55 -0.08
C 1.35736 -3.18093 3.09363 0.65 -0.64 0.09
C -0.73618 0.98454 2.82805 -0.16 0.47 -0.74
C 2.69413 3.24907 1.86856 1.22 -0.12 0.12
C 0.25815 -1.15354 2.77061 -0.30 -0.10 -0.15
C -1.11777 -2.35385 -3.32689 0.54 -0.33 -0.13
C -1.17614 4.00153 -0.65054 -0.49 0.19 -0.17
C -3.10625 -1.11341 -3.65827 -0.36 0.71 0.17
C 0.64347 -3.90382 -3.13029 0.69 -0.27 -0.36
H -1.31936 1.52893 3.56378 0.17 -0.03 0.12
H -1.40199 0.70788 2.00596 0.10 -0.21 0.11
H 2.57538 2.16850 1.96273 -0.46 0.07 -0.29
H -1.22508 2.95096 -0.92430 0.30 -0.04 0.07
H -2.56728 -0.20597 -3.38434 0.35 -0.29 0.07
H -2.16613 4.29956 -0.31161 0.12 0.12 0.06
H 3.47219 3.46276 1.13151 -0.10 -0.13 0.00
H 3.05657 3.59081 2.83596 -0.30 0.31 -0.07
H -0.89575 4.61305 -1.50624 0.05 -0.11 -0.04
H 2.39003 -2.82235 3.12953 -0.15 0.17 -0.27
H 1.09155 -3.53283 2.09975 -0.04 0.13 0.00
H 1.32672 -4.00974 3.79687 -0.37 0.09 0.01
H -3.81830 -1.34934 -2.87055 -0.06 -0.02 -0.04
H 0.05852 1.61309 2.42335 -0.03 0.06 0.10
H 1.44303 -3.83825 -3.87185 -0.22 0.09 -0.16
H 0.53060 -4.95419 -2.87830 0.04 0.08 0.33
H 0.94523 -3.27498 -2.29740 -0.32 -0.18 0.21
H -3.62410 -0.89526 -4.58759 -0.08 -0.26 -0.01
```
Positions in Å, forces in eV/Å.

natural (NBO) population analysis, charges in e, atoms 1 to 4: 0.9875, -0.4715, -0.7322, -0.4692

Repeat the fourth record exactly.
The following is a DFT calculation (ωB97M-V/def2-TZVPD) of C9H18KO9 as an isolated structure.

Properties
LUMO, eV: -2.80
Energy, a.u.: -1630.699966
Total charge: +1

```
37
Properties=species:S:1:pos:R:3:forces:R:3
K 0.97645 -0.12487 -0.89981 -0.19 0.05 0.12
O -0.17639 -0.13634 3.47793 -0.24 -0.26 0.78
O 1.06561 2.55984 -0.14854 0.02 -0.79 -0.22
O 0.47668 -2.17378 3.57281 0.12 0.21 0.29
O -0.59523 -3.50886 -3.70408 -0.09 0.09 0.07
O 1.52260 3.97612 1.53885 -0.38 -0.20 0.41
O 0.39545 -1.16106 1.56523 0.30 0.22 -0.53
O -0.57439 -1.54421 -2.60664 0.15 0.55 0.48
O -2.28629 -2.24817 -3.88514 -0.48 -0.07 -0.49
O -0.27901 4.27155 0.42789 -0.18 -0.10 0.14
C 0.78590 3.50755 0.54935 0.18 0.55 -0.08
C 1.35736 -3.18093 3.09363 0.65 -0.64 0.09
C -0.73618 0.98454 2.82805 -0.16 0.47 -0.74
C 2.69413 3.24907 1.86856 1.22 -0.12 0.12
C 0.25815 -1.15354 2.77061 -0.30 -0.10 -0.15
C -1.11777 -2.35385 -3.32689 0.54 -0.33 -0.13
C -1.17614 4.00153 -0.65054 -0.49 0.19 -0.17
C -3.10625 -1.11341 -3.65827 -0.36 0.71 0.17
C 0.64347 -3.90382 -3.13029 0.69 -0.27 -0.36
H -1.31936 1.52893 3.56378 0.17 -0.03 0.12
H -1.40199 0.70788 2.00596 0.10 -0.21 0.11
H 2.57538 2.16850 1.96273 -0.46 0.07 -0.29
H -1.22508 2.95096 -0.92430 0.30 -0.04 0.07
H -2.56728 -0.20597 -3.38434 0.35 -0.29 0.07
H -2.16613 4.29956 -0.31161 0.12 0.12 0.06
H 3.47219 3.46276 1.13151 -0.10 -0.13 0.00
H 3.05657 3.59081 2.83596 -0.30 0.31 -0.07
H -0.89575 4.61305 -1.50624 0.05 -0.11 -0.04
H 2.39003 -2.82235 3.12953 -0.15 0.17 -0.27
H 1.09155 -3.53283 2.09975 -0.04 0.13 0.00
H 1.32672 -4.00974 3.79687 -0.37 0.09 0.01
H -3.81830 -1.34934 -2.87055 -0.06 -0.02 -0.04
H 0.05852 1.61309 2.42335 -0.03 0.06 0.10
H 1.44303 -3.83825 -3.87185 -0.22 0.09 -0.16
H 0.53060 -4.95419 -2.87830 0.04 0.08 0.33
H 0.94523 -3.27498 -2.29740 -0.32 -0.18 0.21
H -3.62410 -0.89526 -4.58759 -0.08 -0.26 -0.01
```
Positions in Å, forces in eV/Å.

natural (NBO) population analysis, charges in e, atoms 1 to 4: 0.9875, -0.4715, -0.7322, -0.4692

Q: The highest total charge belongs to which entry?
A: C9H18KO9